[1]
Formula: C53H102F9N13O31P4
Source: OMol25
Level of theory: ωB97M-V/def2-TZVPD

```
212
C53H102F9N13O31P4 | OMol25 | ωB97M-V/def2-TZVPD
P -5.17953 -1.86333 -5.90190
P 1.16123 -0.59638 0.48640
P -5.63565 2.70769 -1.21870
P 3.05502 4.66048 0.44557
F 2.89699 -3.91720 4.93552
F -1.63180 6.19976 4.15191
F -2.78208 -3.40895 -1.05763
F 8.63637 0.05933 2.87104
F 4.36831 -5.17374 1.40756
F -1.12912 -5.22948 -3.31250
F 4.48214 1.04943 -3.46448
F 5.42785 3.70711 7.35252
F 0.84974 1.87206 6.45207
O 0.63184 2.18772 -4.93394
O -1.55531 -1.28883 5.80954
O 4.53336 -5.84556 -0.66013
O 2.63611 -3.45621 -4.39515
O -5.70622 -1.58886 1.38653
O -3.82506 -2.66441 0.84008
O 3.58538 -7.56056 6.50727
O 2.79673 -6.21627 -2.16599
O 0.44322 -0.76575 5.06690
O 3.59584 2.06549 5.78801
O 1.02236 4.70623 4.60411
O -5.81607 -3.35757 0.04019
O 0.43338 6.81624 4.17671
O 5.58376 2.97123 5.25447
O 7.01539 -2.37658 2.52846
O 1.77345 -5.37199 -5.04938
O 6.86868 -0.24409 1.64992
O 1.12394 0.33820 -3.82633
O 3.19288 -4.21443 -1.28141
O 6.13909 -2.05989 0.44192
O 0.42877 -3.73128 -4.19512
O -6.40802 -1.10552 -6.15811
O 1.90324 6.38850 5.82011
O -6.99481 2.43551 -1.64851
O 5.14587 0.85170 4.73299
O 2.30229 4.48244 1.69735
O -0.09333 -0.09342 7.11952
O 3.89037 -5.82750 5.22583
O 1.95966 -7.09727 5.01524
O 2.10639 0.32705 -0.23003
O 2.51596 2.09515 -3.65190
N -5.57473 2.66654 0.40937
N -3.96025 -0.77955 -5.60301
N 4.02543 3.37546 0.24605
N -1.65493 -4.38689 2.80513
N -4.89462 4.21971 -1.49622
N -4.82771 -2.94259 -7.12636
N 3.94555 6.09080 0.34758
N -4.58857 1.70115 -1.96457
N 0.25801 -1.55313 -0.49058
N -0.01287 0.29804 1.30859
N 2.12226 4.77382 -0.85843
N 2.04909 -1.54945 1.55500
N -5.25247 -2.99429 -4.71675
C -3.13395 1.70289 -1.72541
C -0.44674 -4.76592 -4.45178
C 0.43816 -5.97283 -4.90738
C 1.34317 -2.53925 2.34551
C 3.09623 -5.12466 4.26786
C 3.24712 7.41402 0.30634
C 2.43964 5.35970 -2.16619
C 4.93550 3.36048 -0.83203
C -3.50911 -3.85033 0.04343
C -0.51760 5.96622 3.45494
C -4.56778 -4.25390 -4.68181
C 4.16399 -3.56230 -0.41320
C -4.36616 2.72929 1.14837
C 2.46001 -0.19772 -3.41692
C 6.63753 -1.58396 1.44440
C 0.09807 4.55129 3.56599
C 5.05796 6.12727 1.33334
C 4.79876 1.89928 5.23013
C -2.32400 -3.63903 3.34675
C -0.52789 -0.72005 5.98944
C 4.87607 3.90452 6.10026
C -5.03695 0.41628 -2.42061
C 7.26969 -0.06475 2.98497
C -4.06897 -2.56610 -8.31181
C 1.18158 6.02938 4.89743
C 1.64606 -0.18439 5.64252
C -6.79231 2.16548 1.08574
C 4.41872 2.55169 1.28992
C -4.89390 -4.39192 -0.34765
C 1.85563 -5.96622 4.11191
C 3.20712 1.03915 -3.00907
C -5.09099 5.33473 -0.52973
C 1.68189 -4.17367 -4.51185
C 0.85533 4.08134 -0.96535
C -1.19468 -0.35315 1.79645
C 4.82090 -4.79475 0.17804
C 1.09166 0.60441 6.83536
C -5.97182 -2.59923 -3.48159
C 0.37743 -2.93545 -0.88523
C -2.70452 -1.34515 -5.16683
C 3.31408 -1.10265 2.16779
C -5.16945 -2.46905 0.84354
C 0.19019 1.58473 1.91184
C -5.74802 -3.96923 -7.54372
C 3.46866 3.50125 5.96013
C 3.47356 -5.47419 -1.47921
C 3.20058 -6.93701 5.62054
C -0.72156 -0.88628 -1.43671
C 7.01693 -1.45318 3.61263
C -3.35134 -2.88493 4.05297
C 1.35482 1.60539 -4.19731
C -4.89691 4.81068 -2.81587
C -3.92988 0.67005 -5.89925
H 7.88661 -1.69061 4.25160
H 1.69486 0.51986 7.76352
H 2.23634 0.47163 5.01526
H 5.83767 3.95423 -0.62954
H -5.17778 -5.06592 -5.08035
H -2.04122 0.32723 1.83338
H -3.93783 -3.44797 -8.91440
H -5.29615 -2.25063 -2.70216
H 1.94508 4.77162 -2.92607
H -1.20351 -4.53071 -5.22301
H 5.88094 -4.61277 0.22038
H 3.18111 -0.28998 2.93459
H -2.82216 0.95136 -0.97600
H -5.95258 0.47880 -3.00424
H -5.99542 5.85935 -0.80210
H 0.48021 -6.70161 -4.11928
H -2.79007 2.67143 -1.33430
H -0.31849 -3.52549 -0.28659
H -2.13242 -0.46959 -4.74710
H 2.28342 -1.00101 5.95676
H -4.91233 -4.67315 -1.37237
H -5.16940 -0.30706 -1.60988
H 1.37137 -3.23118 -0.52659
H -2.16679 -1.86685 -5.96783
H 0.25251 -3.11615 -1.94057
H -4.33894 -4.59843 -3.65445
H 3.04306 4.04517 5.13674
H 3.48355 5.44413 -2.34603
H -6.54784 -3.48492 -3.18994
H -3.44644 -1.91165 3.63227
H 3.57347 2.35458 1.99131
H 2.02804 6.35657 -2.23361
H 6.08732 -1.47305 4.15109
H 2.99389 7.88499 1.27364
H -6.91995 1.10372 0.94576
H 5.15172 4.93844 5.80037
H -6.73757 -1.84198 -3.64481
H 1.41272 -2.29630 3.38242
H 5.23436 2.99311 1.93612
H -5.13468 -5.21053 0.31332
H 5.19153 2.32423 -0.93341
H 1.83830 -6.30440 3.06574
H -6.67388 2.33031 2.19277
H 3.67837 -4.88808 3.40361
H -5.12191 4.08212 -3.58528
H 0.61552 4.39039 2.61264
H -0.23149 -0.80383 -2.41268
H -2.57438 1.50021 -2.66098
H -5.30877 -4.97125 -7.59021
H -3.65032 3.43656 0.73158
H 3.68864 -2.91250 0.28728
H 5.62891 5.16490 1.45446
H -4.29917 -0.06046 -3.04165
H -1.55466 -1.58418 -1.45819
H -4.23430 6.02398 -0.59949
H 2.88079 3.67865 6.86709
H 5.82189 6.80210 0.91853
H -0.60987 3.82151 3.86540
H -5.29299 4.94193 0.45155
H 6.81350 0.82537 3.40195
H -3.62024 -4.10836 -5.26023
H -5.64364 5.61435 -2.79816
H 0.96000 -5.37861 4.31401
H 0.16787 -6.31028 -5.89117
H -3.13366 -2.88700 5.13455
H -0.77423 2.09134 2.00623
H 4.73569 6.47498 2.30229
H 2.23869 -0.93883 -2.66469
H -3.46464 0.89973 -6.84874
H 3.21139 1.19369 -1.93479
H -0.61218 6.28171 2.41222
H 0.17729 4.72104 -1.51383
H 1.91521 -3.48847 2.23382
H 0.29449 -2.71615 2.06689
H 4.50870 3.68622 -1.78844
H -1.43847 -1.14241 1.05386
H -3.07555 -2.09255 -8.20658
H -3.35514 1.14703 -5.06696
H -2.92637 -4.56355 0.61744
H 0.97070 3.12794 -1.47285
H -6.56437 -3.95510 -6.80601
H -4.58955 2.92049 2.19459
H 2.31756 7.39915 -0.29542
H 2.98476 -0.63318 -4.27022
H -2.93131 -1.99505 -4.33765
H -4.28080 -3.43948 3.91265
H -4.65539 -1.87135 -8.87906
H 3.95245 -0.73933 1.38838
H -4.99159 1.00463 -5.85352
H -3.92134 1.77405 1.18478
H 4.76801 -2.84655 -0.96772
H -7.61415 2.77499 0.75914
H 4.74470 1.52126 1.02793
H 3.80507 -1.95916 2.60005
H -1.03133 0.08299 -1.02771
H 3.98882 8.07406 -0.11613
H 0.78359 2.21467 1.24561
H -3.92023 5.32484 -3.00905
H -6.13794 -3.86157 -8.57535
H 0.47138 3.99025 0.05778
H -1.11879 -0.70343 2.85998
H 0.74680 1.55073 2.88964
```

For the electronic energy, the calculation gives -7389.475745 hartree. As for the highest occupied orbital energy: -8.57 eV. Its orbital gap is 8.7 eV. As for the net charge: 0.

=====

[2]
Formula: C4H9NO2
Source: OMol25
Level of theory: ωB97M-V/def2-TZVPD

```
16
C4H9NO2 | OMol25 | ωB97M-V/def2-TZVPD
O 1.25326 1.51734 -0.11099
O -0.85772 -2.66565 -1.04193
N -0.08153 2.83488 0.94629
C -0.41710 -0.01965 0.94071
C 0.25551 1.54817 0.60164
C 0.50306 -0.92101 0.11375
C -0.01477 -1.52991 -1.18329
H -0.40680 -0.25042 2.02156
H -0.83591 3.18448 1.50576
H 0.55186 3.53897 0.56368
H -1.46447 -0.06996 0.61044
H 0.87044 -1.80591 -1.77496
H 1.19522 -0.08737 -0.21902
H -1.12452 -2.92125 -1.93763
H 1.12136 -1.61698 0.69137
H -0.54789 -0.73573 -1.72739
```

For the electronic energy, the calculation gives -363.006855 hartree. As for the highest occupied orbital energy: -9.66 eV. Its orbital gap is 10.5 eV. As for the net charge: 0. Its SMILES is NC(=O)CCCO. For the relative energy (zero: lowest compared OMol25 entry of this formula, charge and spin), the calculation gives 49.4 kcal/mol.

=====

[3]
Formula: C4H8NO2
Source: OMol25
Level of theory: ωB97M-V/def2-TZVPD

```
15
C4H8NO2 | OMol25 | ωB97M-V/def2-TZVPD
O 0.09412 -1.72599 -0.74954
O 0.92176 1.62046 -2.05610
N -0.64812 -0.35719 1.47512
C 0.71810 0.26400 -2.01783
C 0.27427 -0.37127 -0.91581
C 0.00966 0.38738 0.41725
C -0.91344 -0.02361 2.66585
H -0.46838 1.37584 0.35460
H 0.48114 -2.23178 -1.41338
H -0.95721 0.95162 2.92628
H 0.99388 0.61405 0.64105
H 0.60461 1.91579 -2.95472
H -1.24700 -0.72163 3.34417
H 0.88847 -0.42526 -2.83142
H -0.75186 -1.27241 1.11449
```

For the electronic energy, the calculation gives -362.113175 hartree. As for the highest occupied orbital energy: -12.46 eV. Its orbital gap is 7.2 eV. As for the net charge: +1. Its SMILES is C=[NH+]C/C(O)=C\O. For the relative energy (zero: lowest compared OMol25 entry of this formula, charge and spin), the calculation gives 62.9 kcal/mol.

=====

[4]
Formula: C22H38Br2N4O8S
Source: OMol25
Level of theory: ωB97M-V/def2-TZVPD

```
75
C22H38Br2N4O8S | OMol25 | ωB97M-V/def2-TZVPD
Br 4.87716 -1.21765 -0.42332
Br 5.58463 -1.69130 2.87905
S 2.24098 0.41212 -1.31642
O 2.16879 -6.20173 -2.26115
O 4.81404 -4.73541 -2.64845
O -6.35125 5.34686 2.01687
O 4.03907 -0.59569 5.61444
O 4.48696 -7.82747 -3.43096
O -3.50792 5.09418 0.90254
O 0.38730 1.88577 4.42128
O -5.72180 6.93938 -0.50724
N -2.18916 1.11046 0.92496
N 1.87875 0.34502 5.29375
N -0.84685 1.36604 -1.01573
N -0.69292 -0.66231 0.36874
C -6.37288 7.41936 0.66229
C 0.29584 1.59364 1.16564
C 3.16993 -0.19685 4.91030
C 3.67257 -0.50655 0.91465
C 1.57897 0.77975 1.51248
C -0.82964 0.79963 0.36493
C -5.88017 6.68572 1.90009
C 3.24027 -6.03407 -1.33719
C -6.56472 6.91048 -1.63997
C 3.99609 -4.72269 -1.48326
C 3.98555 -0.70020 2.34061
C 1.23725 1.07067 4.21213
C 2.46089 0.23403 0.46790
C -2.35710 5.24598 1.71041
C -5.81846 4.38709 1.10649
C 4.88402 -3.47942 -3.29103
C 3.11228 -0.15296 3.35349
C 2.51460 -6.43052 -3.62530
C 3.14664 -7.78908 -3.89266
C 1.92332 0.59048 2.90430
C 4.85974 -9.09473 -2.92785
C -4.35445 4.04342 1.34198
H -1.85337 6.16511 1.40931
H -4.09794 3.14817 0.76320
H -6.28071 7.21043 2.77250
H -6.05672 6.34735 -2.42326
H 3.27615 -3.89766 -1.52779
H 5.49316 -2.78669 -2.70329
H 1.56775 -6.39137 -4.17052
H -0.73925 -1.05619 1.30521
H 5.34959 -3.62368 -4.26632
H 1.19202 -0.36466 5.56589
H -2.63105 5.33911 2.76673
H 4.93456 -9.82325 -3.74101
H -2.26823 0.47446 1.73320
H -1.67594 4.40104 1.56976
H -7.50900 6.40201 -1.41591
H 2.77245 -6.03379 -0.34818
H 3.91502 -6.89067 -1.35737
H 3.16181 -7.96918 -4.97560
H -2.83693 0.69653 0.24027
H 0.11470 -0.99329 -0.15456
H 3.12883 -5.61833 -4.01502
H 1.02627 -0.09504 -1.68911
H -4.79390 6.72986 1.98709
H 5.83391 -8.99334 -2.44909
H 0.53818 2.53609 0.61487
H -6.40402 3.47890 1.27344
H -5.99972 4.68542 0.07336
H 2.53729 -8.56669 -3.41824
H 4.14488 -9.44111 -2.17361
H 4.65409 -4.57654 -0.61853
H -6.75776 7.92659 -1.99864
H -1.31170 0.70697 -1.64508
H -0.15993 1.89201 2.15328
H -6.14526 8.48829 0.75309
H -4.20440 3.82559 2.40532
H -1.40862 2.21870 -0.90993
H -7.45777 7.29078 0.57802
H 3.88325 -3.06340 -3.45227
```

For the electronic energy, the calculation gives -7228.069953 hartree. As for the highest occupied orbital energy: -9.03 eV. Its orbital gap is 7.9 eV. As for the net charge: 0. Its SMILES is NC(N)(N)Cc1c(S)c(Br)c(Br)c2c1C(=O)NC2=O.COCCOCCOC.COCCOCCOC.